# C23H21BrCeN4O8

C23H21BrCeN4O8 as an isolated structure (wB97M-V/def2-TZVPD, the Open Molecules 2025 dataset).

```
58
Properties=species:S:1:pos:R:3:forces:R:3
Ce -0.76622 -1.01644 0.26796 0.7 -1.8 1.0
O -0.77560 2.08222 3.89186 0.3 0.0 -0.3
C -0.56788 1.33774 2.82174 -0.8 -0.1 0.5
O -1.36393 0.49500 2.43658 0.3 -0.2 -0.4
C 0.68024 1.65987 2.08484 0.5 0.1 -0.3
C 1.30170 2.90368 2.19441 0.1 -0.3 -0.1
C 2.28556 3.22495 1.26996 -0.1 -0.1 0.1
C 2.62329 2.30372 0.29010 -0.2 -0.4 0.0
C 2.00278 1.05505 0.30611 -0.2 0.4 0.6
N 1.05012 0.74136 1.19299 0.1 0.3 -0.2
C 2.20402 -0.01376 -0.71289 1.1 0.5 -0.4
O 3.16626 0.10261 -1.61162 -0.7 -0.4 0.4
O 1.47708 -0.99305 -0.72281 -0.3 -0.2 -0.1
H -1.64020 1.90855 4.30092 0.0 -0.1 -0.2
H 0.99715 3.59581 2.96484 0.0 0.1 0.0
H 2.75748 4.19443 1.28701 0.1 0.1 0.0
H 3.32387 2.58216 -0.48355 0.1 0.0 0.0
H 3.72975 0.88315 -1.50774 -0.1 0.0 0.1
N -0.41770 -2.39386 4.53607 0.1 0.1 -0.5
C -0.68713 -2.24421 3.23095 -0.7 -0.7 1.6
O 0.16384 -1.78931 2.45758 0.2 0.2 -1.2
C -2.07269 -2.63118 2.76981 0.2 0.3 -0.5
C -2.06085 -2.96794 1.26229 0.3 -0.3 0.8
H 0.51039 -2.19245 4.87669 0.0 0.0 0.0
H -1.07263 -2.82234 5.16952 0.0 0.0 -0.1
H -2.73939 -1.77876 2.95984 0.1 -0.1 0.1
H -2.43720 -3.46944 3.38065 0.0 0.1 -0.2
H -3.09912 -3.16134 0.96197 0.4 0.4 -0.4
H -1.52583 -3.93121 1.15379 0.2 0.6 -0.4
N 0.32832 -6.21785 -5.43291 0.0 -0.2 0.0
C 0.32520 -4.86774 -5.42423 0.0 -0.3 -0.2
O 0.62948 -4.19245 -6.37945 -0.1 0.3 0.1
C -0.04332 -4.22565 -4.11098 0.0 0.4 0.3
C -1.06682 -3.28615 -4.05220 0.1 0.0 0.1
C -1.28917 -2.60739 -2.86452 -0.4 0.1 -0.3
N -0.55568 -2.79200 -1.76303 0.0 0.4 0.4
C 0.41771 -3.70483 -1.82107 0.2 -0.2 0.1
C 0.69897 -4.44737 -2.95567 -0.1 0.0 0.1
H 0.54524 -6.68046 -6.30307 0.0 0.0 0.1
H -0.02075 -6.77078 -4.67040 0.0 0.0 0.0
H -1.66266 -3.07573 -4.92642 -0.1 0.1 0.0
H -2.08213 -1.87142 -2.79059 0.0 0.0 -0.1
H 1.00540 -3.83371 -0.91752 0.0 -0.1 -0.1
H 1.50234 -5.16847 -2.95170 0.1 0.0 0.1
Br -4.48850 -0.72818 0.22150 -0.6 0.0 0.4
C -4.32001 1.14858 0.49504 -0.1 -0.2 -0.1
C -5.37607 1.81567 1.09334 0.1 -0.3 -0.1
C -5.23847 3.15318 1.41508 0.1 0.0 0.0
C -4.05313 3.81833 1.13790 0.1 0.1 0.0
C -3.01754 3.15250 0.50979 0.2 -0.1 0.0
C -3.13964 1.80692 0.17179 0.2 -0.4 -0.2
C -1.97227 1.09167 -0.44497 -1.4 3.6 0.3
O -0.82246 1.52939 -0.21982 0.0 -0.9 -0.3
O -2.16023 0.03212 -1.09540 0.4 -1.4 -0.8
H -6.28598 1.27800 1.30070 -0.1 0.0 0.1
H -6.05386 3.66734 1.89661 -0.1 0.1 0.0
H -3.93515 4.85497 1.41551 0.0 0.1 -0.1
H -2.08534 3.64761 0.27410 0.0 0.1 0.0
```
Positions in Å, forces in eV/Å.

- frontier orbital gap (spin up / spin down) (Eh) = 0.2402 / 0.2400
- HOMO level (spin up / spin down) (Ha) = -0.521 / -0.521
- net charge = +2
- total energy (Eh) = -4758.79546


# C23H21BrIrN3O4SbSe4

C23H21BrIrN3O4SbSe4 as an isolated structure (wB97M-V/def2-TZVPD, the Open Molecules 2025 dataset).

```
58
Properties=species:S:1:pos:R:3:forces:R:3
Ir -0.73214 -0.93266 0.62870 -0.9 0.1 0.7
O 1.11566 1.76236 -4.02489 -0.1 0.0 0.3
C 1.78640 0.66715 -4.41708 0.1 -0.1 0.0
C 2.31597 0.66418 -5.71088 0.0 0.0 0.0
C 3.03189 -0.42224 -6.17823 0.0 0.0 0.0
C 3.23513 -1.53252 -5.36607 0.0 0.0 0.0
C 2.70272 -1.53441 -4.08808 0.0 0.0 0.0
C 1.97721 -0.45740 -3.58967 0.0 0.0 0.0
C 1.43656 -0.60006 -2.18506 -0.4 0.4 0.3
O 1.56930 -1.63702 -1.56320 0.4 0.1 0.0
N 0.87268 0.57426 -1.73072 -0.1 -0.2 -0.5
N 0.25437 0.56815 -0.54672 0.4 0.2 0.2
C 0.12733 1.73399 0.00855 0.0 -0.1 0.0
C -0.38676 1.83398 1.35414 -0.1 0.0 0.1
C -0.52582 3.04449 2.02816 0.0 0.0 -0.1
C -0.94608 3.03793 3.34507 0.0 0.0 0.1
C -1.21601 1.83053 3.97232 0.0 0.0 -0.1
C -1.07424 0.66061 3.24619 0.0 0.0 0.1
N -0.67208 0.67218 1.97807 0.0 -0.3 -0.3
H 0.85724 1.58277 -3.06356 0.1 0.0 -0.2
H 2.14592 1.53556 -6.33083 0.0 0.0 0.0
H 3.43179 -0.40389 -7.18608 0.0 0.0 0.0
H 3.79432 -2.38560 -5.72899 0.0 0.0 0.0
H 2.81698 -2.38427 -3.42677 0.0 0.0 0.0
H 0.50476 2.61472 -0.49816 0.0 0.0 0.0
H -0.30302 3.96690 1.50924 0.0 0.0 0.0
H -1.05862 3.97162 3.88244 0.0 0.0 0.0
H -1.52156 1.77105 5.00640 0.0 0.0 0.0
H -1.25724 -0.30576 3.69822 0.0 0.0 0.0
Se -2.39738 -4.61969 1.57237 0.0 -0.1 0.0
Sb 0.25016 -3.25981 3.46417 -0.1 0.0 0.0
Se -1.92637 -2.45718 2.25949 0.1 0.2 -0.1
Se 1.27886 -1.70626 1.59286 0.3 -0.2 -0.3
Se 0.42979 -1.84165 5.44889 0.1 0.1 0.0
C -6.93023 4.26201 -1.96897 0.0 0.0 0.0
C -6.08842 3.17105 -1.35914 0.0 0.0 0.0
C -5.51826 2.18238 -2.14837 0.0 0.0 0.0
C -4.70944 1.18561 -1.60693 0.0 0.0 0.0
C -4.10276 0.13016 -2.48837 0.0 0.0 0.0
C -4.48959 1.17742 -0.22995 0.0 0.0 -0.1
C -5.06215 2.15343 0.58815 0.0 0.0 0.0
C -4.81958 2.14421 2.07462 0.0 0.0 0.0
C -5.84900 3.14256 0.00963 0.0 0.0 0.0
C -3.62827 0.10398 0.40498 0.0 0.1 0.3
O -4.11662 -0.67640 1.20531 -0.1 0.0 -0.1
O -2.39344 0.21124 0.05944 -0.1 0.0 -0.4
H -7.23169 4.00286 -2.98460 0.0 0.0 0.0
H -6.38003 5.20544 -2.01745 0.0 0.0 0.0
H -7.83397 4.44099 -1.38271 0.0 0.0 0.0
H -5.69933 2.18363 -3.21920 0.0 0.0 0.0
H -4.39866 0.27635 -3.52806 0.0 0.0 0.0
H -4.41032 -0.86847 -2.17267 0.0 0.0 0.0
H -3.01487 0.13370 -2.41947 0.0 0.0 0.0
H -5.12594 1.19316 2.50841 0.0 0.0 0.0
H -5.35938 2.95921 2.55952 0.0 0.0 0.0
H -3.75426 2.25950 2.29549 0.0 0.0 0.0
H -6.28932 3.90505 0.64636 0.0 0.0 0.0
Br -1.44996 -2.41190 -1.24005 0.3 0.0 0.1
```
Positions in Å, forces in eV/Å.

- frontier orbital gap (spin up / spin down) (Eh) = 0.2018 / 0.1749
- HOMO level (spin up / spin down) (Ha) = -0.056 / -0.055
- net charge = -2
- spin multiplicity = 2
- total energy (Eh) = -13878.84820